Entry 1:
DFT (ωB97M-V with the def2-TZVPD basis set) results for a molecular structure, C21H16F6N4O6PdS4.

Calculated values
Total charge: -2
Multiplicity: 1
Lowest unoccupied orbital energy, Eh: 0.14736
Kohn-Sham gap, eV: 5.99

Structure (XYZ):
```
58
Properties=species:S:1:pos:R:3:forces:R:3
Pd -0.0442 1.6905 -1.4486 -0.1296 -0.1251 -0.0256
S -2.0905 0.5335 -3.8395 -0.0079 -0.0337 0.0332
S 3.2095 1.5696 -1.6864 -0.0056 0.0272 0.0633
S 0.3812 1.8579 5.6725 0.1414 -0.1232 -0.1442
S 2.4418 2.5090 7.4514 -0.0612 -0.0567 -0.0006
F 4.0797 0.9168 8.7327 0.0193 -0.0134 0.0105
F 0.3560 4.4691 5.1707 -0.0114 0.0031 0.0189
F 2.8664 -0.1129 7.2701 -0.0181 -0.0007 -0.0081
F 1.9898 0.5222 9.1411 0.0073 -0.0025 0.0212
F 1.7326 3.3532 3.9301 -0.0108 -0.0111 0.0448
F -0.3930 3.2221 3.5704 0.0513 -0.0492 -0.0101
O 1.1676 0.8316 5.0427 -0.0823 0.0459 0.0224
O 3.3568 2.6583 6.3572 0.0193 0.0110 0.0103
O -3.4496 0.2355 -4.2592 0.0103 0.0024 0.0278
O -1.4578 1.6605 -4.4739 0.0236 0.0382 0.0116
O -1.0356 1.6727 5.7787 -0.0273 0.0201 0.0652
O 2.5580 3.3800 8.5854 -0.0117 0.0179 -0.0104
N -0.7284 0.4328 0.1484 -0.0563 -0.0217 0.0532
N -1.8913 0.6485 -2.2681 -0.1316 -0.1673 -0.0063
N 0.9230 2.3696 7.0625 0.0363 0.0624 0.0610
N 1.1482 3.0441 -2.4415 0.0781 0.0144 -0.0120
C -1.6934 -1.9380 -5.0145 0.0008 -0.0131 0.0146
C -1.7799 -0.3970 -0.1124 -0.0103 0.0371 -0.1282
C 1.2240 -4.3536 -5.2988 -0.0012 0.0054 0.0038
C -1.1268 -0.9053 -4.2865 -0.0271 0.0062 -0.0208
C -0.6339 -0.3966 2.3925 0.0187 0.0244 -0.0054
C -3.3081 -2.1877 0.5417 -0.0092 -0.0195 0.0414
C 0.5424 3.3134 4.5215 -0.0434 0.0489 0.0008
C 2.8131 1.6970 -3.3797 -0.0231 0.0049 0.0157
C -3.8385 -2.1564 -0.7149 -0.0328 -0.0046 -0.0480
C -1.6577 -1.2588 2.1430 -0.0206 -0.0161 -0.0160
C -0.9253 -3.0444 -5.3523 0.0057 0.0025 0.0007
C -3.3981 -1.2436 -1.6908 0.0664 0.0321 0.0418
C -2.2604 -1.2944 0.8640 0.0288 0.0208 0.0053
C 0.2029 -0.9732 -3.8920 0.0319 0.0042 -0.0072
C -2.3841 -0.3342 -1.4258 0.0783 0.1465 0.0459
C 1.7527 2.5657 -1.2947 0.0893 0.0990 -0.0609
C 0.9589 -2.0831 -4.2333 -0.0053 0.0011 0.0056
C 1.7206 2.4636 -3.5616 0.0007 -0.0032 -0.0823
C 2.8574 0.8592 8.1783 0.0008 0.0251 -0.0167
C 0.4070 -3.1332 -4.9637 0.0013 0.0006 -0.0027
C -0.1879 0.4300 1.3438 0.0271 0.0150 0.0305
H -3.8825 -1.2209 -2.6530 -0.0232 -0.0023 -0.0444
H 1.9962 -2.1326 -3.9207 0.0017 -0.0024 -0.0012
H -2.7325 -1.8623 -5.3054 -0.0059 -0.0012 -0.0054
H -1.3706 -3.8536 -5.9223 0.0002 -0.0025 -0.0002
H 0.6420 1.1082 1.5041 -0.0162 -0.0188 -0.0391
H 1.8890 3.2224 -0.4403 0.0222 0.0048 -0.0053
H -2.0297 -1.9219 2.9161 0.0055 -0.0029 0.0030
H 3.3576 1.1511 -4.1332 -0.0043 -0.0058 -0.0035
H -3.6686 -2.8767 1.2964 0.0000 -0.0015 -0.0050
H -4.6405 -2.8387 -0.9760 0.0046 0.0019 -0.0026
H -0.1540 -0.3219 3.3578 -0.0001 -0.0149 0.0370
H 1.0097 -5.1698 -4.6043 0.0042 -0.0015 0.0025
H 1.2449 2.6366 -4.5186 0.0034 0.0055 0.0269
H 2.2914 -4.1404 -5.2375 0.0010 -0.0014 -0.0022
H 1.0043 -4.7130 -6.3057 0.0000 -0.0029 -0.0008
H 0.6382 -0.1606 -3.3181 -0.0029 -0.0096 -0.0041
```
Forces are in eV/Å.

=====

Entry 2:
DFT (ωB97M-V with the def2-TZVPD basis set) results for 2 unconnected molecules or ions with the total composition C2H8NO2P in a non-equilibrium geometry.

Calculated values
Total charge: 0
Multiplicity: 1
Lowest unoccupied orbital energy (spin up / spin down), Eh: 0.01155 / -0.00107
Kohn-Sham gap (spin up / spin down), eV: 9.09 / 6.80

Structure (XYZ):
```
14
Properties=species:S:1:pos:R:3:forces:R:3
P 1.5872 0.7839 0.6120 -1.3239 -1.5188 -0.0866
O 1.6201 -0.5825 -0.3275 0.9321 1.3073 0.4933
O 1.4095 1.9123 -0.5370 0.3314 -0.1732 -0.5222
N -1.1582 0.1424 0.8940 0.7332 0.1615 1.1793
C -1.8276 0.9275 -0.0910 -1.8808 -1.0644 0.2938
C 1.1722 -1.9073 -0.0501 -1.7871 1.3880 3.7163
H -1.9394 1.9971 -0.0132 0.5708 0.6842 0.4218
H -2.9702 0.6178 -0.0693 1.9693 0.0682 -0.5623
H -1.2801 0.6617 -0.9767 -0.6041 0.1964 -1.0838
H 1.2658 -2.3132 1.0617 0.3620 1.0953 -2.2278
H 1.6161 -2.5037 -0.7446 1.4125 -1.8630 -1.6282
H -1.4662 0.3924 1.8452 0.2501 0.1587 -0.3578
H 1.8550 1.7092 -1.3819 -0.2938 0.0438 0.3932
H 0.1158 -1.8376 -0.2216 -0.6716 -0.4840 -0.0290
```
Forces are in eV/Å.

=====

Entry 3:
DFT (ωB97M-V with the def2-TZVPD basis set) results for a molecular structure, C36H43IrN7OSe2.

Calculated values
Total charge: +2
Multiplicity: 2
Lowest unoccupied orbital energy (spin up / spin down), Eh: -0.27220 / -0.27825
Kohn-Sham gap (spin up / spin down), eV: 4.45 / 4.18
⟨S²⟩: 0.76

Structure (XYZ):
```
90
Properties=species:S:1:pos:R:3:forces:R:3
Ir 0.1636 0.2856 0.0869 -0.2679 -0.1965 0.2442
Se -1.7826 1.8062 0.6035 0.0553 0.3861 -0.2783
Se 0.7327 4.6043 0.3085 0.3347 -0.1343 -0.0595
O 6.3992 1.7788 2.4030 -0.0010 0.0024 0.0113
N 0.4882 -0.2246 2.2638 0.0626 -0.1558 -0.0330
N 1.9337 1.2570 0.2746 -0.0137 0.3711 -0.0110
N -1.1251 -1.7962 -1.5296 0.0035 -0.0200 0.0258
N 1.7703 -0.5620 2.5250 -0.0245 -0.0303 0.0178
N 1.3585 -1.2821 -0.3837 0.0017 0.0934 -0.0464
N 4.3263 1.7512 0.5414 0.0038 0.0393 -0.0300
N -1.3298 -1.0197 -0.4340 0.0571 -0.0592 -0.0640
C 4.1412 -3.3630 2.0817 -0.0018 0.0059 0.0119
C 1.1565 0.8068 4.1461 0.0061 0.0061 -0.0080
C 2.2628 0.9559 -6.2900 0.0040 0.0094 0.0083
C 5.0826 -4.1395 2.9588 -0.0005 -0.0039 0.0028
C 0.0401 -1.7098 -2.3481 0.0307 -0.0140 0.0099
C -0.2885 0.8785 -5.1253 -0.0001 -0.0033 0.0024
C -3.0167 -2.4811 -0.6251 -0.0018 0.0046 -0.0113
C -2.5534 2.1759 -1.1384 -0.0081 -0.0710 -0.0120
C 0.1172 0.5983 3.2412 -0.0201 0.0070 -0.0021
C 1.3059 -1.5085 -1.7381 -0.0944 -0.0757 -0.0086
C 5.3104 0.6499 0.5715 0.0031 0.0002 -0.0014
C 3.0567 1.4909 0.4121 -0.0865 0.0395 0.1480
C 1.0457 -2.1510 -4.5039 0.0020 0.0269 0.0127
C -0.0765 -2.0282 -3.6922 -0.0027 0.0271 -0.0253
C 5.3886 2.7634 2.4886 0.0007 0.0001 -0.0081
C 2.4268 -1.5807 -2.5911 0.0030 0.0155 0.0021
C 3.9255 -3.7026 0.7504 -0.0063 -0.0055 -0.0072
C 2.2781 -1.9127 0.4508 0.0109 -0.0063 0.0105
C 0.9351 -2.5656 -5.9392 -0.0014 -0.0090 -0.0061
C -0.1690 0.8153 -6.4885 0.0017 0.0082 -0.0073
C 0.8702 1.0173 -4.3060 -0.0125 -0.0093 0.0132
C -2.1342 -2.6906 -1.6530 -0.0094 -0.0094 0.0060
C 0.7341 1.1815 -2.9492 -0.0044 -0.0580 -0.0443
C 2.1535 1.0244 -4.9232 0.0091 0.0097 -0.0099
C 5.8835 0.5375 1.9736 -0.0111 -0.0085 -0.0013
C 2.4752 -1.5932 1.8122 -0.0219 -0.0015 -0.0065
C 3.0084 -3.0201 -0.0186 0.0318 0.0161 -0.0038
C -2.4657 -1.4310 0.1150 0.0322 0.0067 0.0552
C 3.3745 -2.3292 2.5864 0.0085 0.0189 -0.0164
C -1.8394 3.6748 1.2382 0.1272 0.1018 0.0718
C -1.1887 4.8076 0.4509 -0.1923 -0.3909 -0.0609
C 4.7854 3.0305 1.1197 -0.0121 -0.0104 0.0236
C 1.1052 0.8596 -7.0662 -0.0095 -0.0031 0.0057
C 2.3000 -1.9064 -3.9211 -0.0070 0.0027 -0.0099
C 2.1947 0.0537 3.6510 0.0055 -0.0069 -0.0100
C 1.0036 5.4177 -1.4363 -0.0643 0.0745 -0.0401
H 0.3813 4.9289 -2.1845 0.0187 0.0001 0.0233
H 4.8196 -0.2769 0.2718 -0.0063 0.0014 0.0001
H 5.8524 3.6666 2.8803 0.0029 -0.0012 0.0006
H 1.1963 0.8182 -8.1447 -0.0018 0.0033 -0.0001
H 4.4556 -4.5410 0.3151 0.0007 -0.0002 0.0015
H 5.8782 -4.5963 2.3720 0.0025 0.0038 0.0001
H 6.1019 0.8927 -0.1396 0.0002 -0.0112 -0.0019
H -1.6021 4.8694 -0.5553 0.0247 -0.0061 -0.0205
H -1.8486 2.7374 -1.7480 -0.0058 0.0238 0.0090
H 0.7912 6.4828 -1.4128 -0.0124 -0.0002 0.0303
H -1.0444 0.7359 -7.1177 0.0025 -0.0023 -0.0025
H -1.0596 -2.2077 -4.1121 -0.0016 -0.0037 0.0051
H -1.2631 0.8593 -4.6525 0.0016 -0.0075 0.0028
H -2.1294 -3.4256 -2.4389 0.0049 0.0001 0.0008
H 5.5403 -3.5038 3.7162 -0.0023 0.0006 0.0019
H 0.0062 -3.1009 -6.1307 -0.0052 0.0114 -0.0017
H 3.1895 -1.9949 -4.5340 0.0008 -0.0047 0.0020
H -3.9220 -3.0237 -0.4208 0.0019 -0.0024 0.0028
H 6.7031 -0.1788 1.9906 0.0070 0.0070 0.0007
H -2.8218 -0.9688 1.0205 -0.0087 0.0119 -0.0055
H 0.9601 -1.6986 -6.6052 0.0140 0.0005 -0.0058
H 3.2321 0.9835 -6.7678 -0.0012 -0.0019 -0.0014
H 4.5552 -4.9421 3.4775 0.0008 -0.0021 -0.0023
H 2.8295 -3.3709 -1.0242 0.0026 -0.0020 0.0078
H 1.5735 1.3765 -2.2942 0.0276 0.0092 -0.0405
H 3.4073 -1.4192 -2.1621 0.0000 -0.0002 -0.0045
H 1.7665 -3.2099 -6.2225 -0.0074 -0.0115 0.0060
H -0.8834 1.0001 3.2538 -0.0003 0.0024 -0.0177
H -3.4754 2.7381 -1.0096 0.0011 -0.0035 0.0106
H 5.5379 3.4490 0.4495 -0.0040 -0.0039 0.0031
H -1.4813 3.6315 2.2672 0.0659 0.0083 -0.0326
H 3.0335 1.1148 -4.2989 -0.0025 -0.0096 0.0034
H 4.6022 2.4399 3.1847 0.0003 -0.0026 0.0000
H 2.0526 5.2749 -1.6918 -0.0352 -0.0064 0.0293
H 3.1877 -0.0938 4.0354 -0.0039 -0.0008 0.0082
H -1.4165 5.7424 0.9605 -0.0320 0.0054 0.0123
H 3.9407 3.7157 1.1860 0.0004 -0.0098 -0.0214
H -0.2558 1.2306 -2.5096 0.0320 0.0355 0.0599
H 5.1012 0.1916 2.6635 0.0084 -0.0067 -0.0067
H 3.4484 -2.1089 3.6430 0.0020 -0.0068 0.0027
H -2.9159 3.8466 1.2795 -0.0142 -0.0071 0.0879
H -2.7772 1.2156 -1.5991 -0.0003 0.0044 -0.0100
H 1.1532 1.4100 5.0364 0.0014 -0.0046 0.0025
```
Forces are in eV/Å.

=====

Entry 4:
DFT (ωB97M-V with the def2-TZVPD basis set) results for a molecular structure, C24H64AsF6O24S8 in a non-equilibrium geometry.

Calculated values
Total charge: -1
Multiplicity: 1
Lowest unoccupied orbital energy, Eh: 0.06538
Kohn-Sham gap, eV: 10.80

Structure (XYZ):
```
127
Properties=species:S:1:pos:R:3:forces:R:3
As -0.3636 0.0646 0.4561 0.9184 -0.5216 -0.1589
S -4.7788 -3.5847 -0.7949 0.5902 0.7950 -0.1719
S -3.5750 2.7892 -5.7536 1.1807 -2.3301 0.0610
S -4.0438 3.8658 0.7206 0.3740 1.6357 -0.0613
S 2.5279 -0.1408 -5.3381 0.4914 2.2648 -1.8293
S -0.0056 3.1234 5.3788 -1.2437 -1.5196 -0.8728
S 3.8000 -1.1426 4.4355 0.7448 -1.7313 -2.4528
S 0.1182 -5.3074 2.9479 -0.0447 1.1356 0.0534
S 7.5881 -1.5358 -2.2289 -1.0806 -1.6905 0.0816
F 0.3067 -1.5166 1.0315 -0.8058 1.3810 -0.5365
F -1.3365 0.1477 1.9113 0.4110 0.1976 -0.4725
F -1.7554 -0.8406 -0.2867 1.5025 1.0018 0.4575
F -0.9818 1.5912 -0.1826 0.1904 -1.2044 0.5070
F 0.9512 1.0177 1.2987 -1.4724 -1.4087 -1.0623
F 0.6484 -0.1660 -1.0121 -1.0270 0.3611 1.2360
O 8.7925 -1.5485 -1.4392 -1.2019 0.2952 0.0137
O -4.9534 4.7409 1.8087 1.1099 -0.0771 -1.1380
O 1.4201 -4.6527 3.2293 -2.6119 -1.3993 -0.3854
O 4.9183 -0.3510 4.9113 -1.7758 -0.5517 -0.5224
O -2.1852 2.9246 -4.8492 -0.9111 -0.0993 -1.8485
O -1.1682 3.1632 6.2647 1.5559 0.4570 -1.3164
O 3.0968 -1.4417 -5.1474 0.2514 0.5751 0.6249
O 6.2412 -1.9224 -1.2809 5.3535 0.8983 0.0590
O 1.2448 3.7471 5.7451 -0.8626 -0.6193 -0.1814
O -4.0952 -2.6626 -1.9458 -1.1663 -0.4042 0.3656
O -4.5739 3.7342 -5.3157 0.9465 -0.6411 -0.3810
O 2.3998 -0.9133 4.7536 1.6338 0.0602 0.0976
O 2.5988 0.4243 -6.7009 -0.6528 -0.7948 2.6299
O 3.9508 -1.1823 2.7513 -0.0564 0.9827 2.1132
O -4.9232 3.0911 -0.1361 0.6462 0.7687 0.5848
O -1.1226 -4.3382 3.5762 2.5443 -2.4886 -0.9192
O -0.4723 3.7363 3.9223 -0.4460 0.0202 1.8049
O 3.3035 0.9809 -4.3243 -0.6340 -2.3986 -0.6967
O -3.0739 4.8217 0.0838 -2.5560 -2.7116 2.2043
O -3.1648 2.6618 -7.1482 -0.4391 0.6578 2.0748
O -0.1475 -6.6788 3.3604 0.3302 1.9956 -0.4192
O 7.2530 -0.3828 -3.0323 0.2057 -1.0550 0.4777
O -6.2311 -3.3082 -0.8436 3.1818 -0.8977 0.0063
O -4.1926 -4.9386 -0.8952 -1.4240 2.2305 0.2945
C 3.3597 -3.1110 1.3922 0.3510 0.5397 0.0007
C -6.2474 4.2130 2.1776 0.4987 -0.2797 -0.0131
C -3.9927 1.0561 -5.1472 0.1099 0.9379 -0.6476
C 3.0038 2.3726 -4.3782 -0.9142 1.1730 0.1669
C -2.0289 -2.5778 4.6043 -0.5101 0.4112 0.6195
C 3.1618 2.9765 -2.9766 -0.2038 -1.4646 -0.3028
C 2.9083 -1.7575 1.9727 -0.4296 -1.9980 -0.8977
C 7.6819 -3.1414 -3.2214 -0.2742 1.4714 0.0817
C 5.0562 -2.0571 -1.9664 -1.4337 -0.3448 -0.3895
C 0.5344 3.9427 2.9221 -0.5209 -0.0702 -0.8437
C 4.2260 -2.9325 4.7309 -1.3644 1.7197 0.6951
C -0.8220 -2.9742 3.8169 -0.4686 1.2885 0.4244
C 0.1650 1.2672 4.9120 0.4737 2.3712 0.6820
C -2.3697 -1.7715 -3.3120 0.7174 -0.0916 0.4135
C -2.7057 -2.8413 -2.3207 -0.4952 -0.7988 0.9798
C -3.3453 2.7016 1.9448 0.0844 0.8417 -1.3967
C -1.0576 3.0962 -2.7194 1.2619 0.0879 -0.0919
C 4.2522 -0.8313 -1.6138 -0.6518 -0.8220 -0.3283
C -6.6980 4.8861 3.4742 0.0741 -0.0765 -0.8895
C 0.8396 -0.2226 -4.6420 1.2960 0.5750 0.1899
C -0.1241 4.3527 1.6104 0.0456 -0.0566 0.0421
C -0.3084 -5.0965 1.1534 0.4900 -0.4111 1.7413
C -2.2912 3.3886 -3.5076 -0.6022 0.6011 0.8138
C -4.0245 -2.7137 0.6690 -1.6047 -1.5784 -0.6574
H 0.1950 -0.7843 -5.3181 0.1791 0.1951 0.0141
H 0.0092 -4.0791 0.9251 -0.0777 -0.1181 -0.2640
H -6.1423 3.1444 2.3653 -0.0969 -0.1556 -0.0922
H 2.5887 -3.4358 0.6934 -0.1561 -0.2532 0.1777
H 8.5511 -3.6723 -2.8332 -0.1372 0.1752 -0.1578
H 5.1846 -3.1745 4.2721 -0.2367 0.1336 0.2279
H -1.9003 -1.5985 5.0653 -0.1969 0.1846 -0.2872
H -4.5542 0.4896 -5.8901 -0.6711 0.6696 0.0275
H 6.7739 -3.7413 -3.1607 0.0615 0.2268 0.3277
H 0.9966 -0.7174 -3.6835 -0.1579 -0.1562 -0.0758
H 0.9899 1.1954 4.2032 -0.1475 -0.2008 0.1250
H 1.9784 -1.9837 2.4945 0.2480 0.5802 0.5679
H 2.6214 -1.1748 1.0973 0.3912 0.8044 0.5511
H 2.7422 3.9768 -2.8693 0.5152 0.1433 -0.3735
H -1.1355 3.4657 -1.6969 -0.4500 -0.2052 -0.0059
H -7.6564 4.4488 3.7540 -0.0484 0.1261 0.0727
H -1.3783 -2.0664 -3.6557 -0.0591 0.1056 -0.7227
H -2.5912 -3.8874 -2.6049 -0.0268 0.1425 -0.7310
H -4.5792 -3.2405 1.4455 0.3824 0.0859 0.4765
H 4.0496 -0.8818 -0.5439 0.1663 0.5187 -0.0238
H -2.7476 2.0696 1.2879 0.2888 -0.1581 0.5406
H 5.1774 -2.1710 -3.0437 0.0642 0.0930 -0.1280
H -5.9773 4.6937 4.2690 -0.0004 0.0475 -0.0722
H -0.7798 2.0424 -2.6970 -0.2536 -0.0650 0.1042
H 1.1850 4.7908 3.1356 0.2581 -0.4489 0.7952
H -2.0637 -2.7473 -1.4448 -0.0842 0.2974 0.1316
H 4.2040 2.8429 -2.6869 -0.1158 0.4806 0.3709
H 4.1664 -2.9427 5.8192 0.6767 -0.3454 0.1004
H 0.0244 -2.7346 4.4605 0.4970 -0.8237 -0.2188
H -2.1155 -3.2822 5.4316 -0.1013 -0.0403 0.0425
H -0.1892 3.6357 -3.0976 0.0634 0.0573 -0.4040
H -3.1230 2.9033 -2.9969 -0.2983 0.1259 -0.1216
H -1.3846 -5.2563 1.0880 0.1216 0.0791 -0.0633
H -2.4446 4.4672 -3.5402 -0.2907 -0.0354 0.1259
H 4.2633 -2.9937 0.7940 0.1993 0.0797 0.0996
H 3.5391 -3.8515 2.1716 -0.1464 -0.0515 -0.2260
H -2.9604 -2.9491 0.6851 -0.1960 0.3345 0.0109
H 3.6284 2.9005 -5.0988 0.0242 -0.3536 -0.1987
H 0.5140 0.7954 -4.4285 -0.2525 -0.0811 -0.3407
H 4.7430 -3.0151 -1.5513 -1.0908 0.0223 -0.3247
H -4.1690 2.1350 2.3791 -0.0026 0.1821 -0.1667
H -2.1874 -0.8354 -2.7842 -0.3638 0.1040 0.0249
H 1.0240 2.9750 2.8134 0.5747 0.3495 -0.2298
H 3.3660 -3.5226 4.4141 0.2074 0.0102 -0.4613
H 0.7292 4.6372 0.9948 -0.1277 -0.1170 -0.4301
H 4.8713 0.0080 -1.9307 -0.3609 0.2135 0.2830
H -3.1192 -1.6361 -4.0918 0.2516 -0.2631 -0.0640
H -4.5029 1.2185 -4.1977 -0.0148 -0.3833 -0.1231
H -0.7870 0.9271 4.5044 0.1267 0.2120 0.1225
H -6.8671 4.3436 1.2905 -0.4599 0.0793 0.3963
H -2.9415 -2.6492 4.0126 -0.0164 0.2460 0.0448
H -2.7960 3.2749 2.6916 0.1666 -0.2062 -0.1674
H 0.4194 0.8483 5.8856 -0.0202 -0.2943 -0.2686
H 1.9543 2.5246 -4.6303 -0.0672 -0.0818 -0.4865
H -0.7507 5.2405 1.6952 0.0315 0.0362 0.3016
H 3.2960 -0.8384 -2.1370 0.0023 0.2178 -0.0331
H -4.3272 -1.6666 0.6812 0.3647 -0.1414 -0.3357
H -0.7213 3.5927 1.1064 0.2913 -0.1154 0.1481
H 2.5245 2.3531 -2.3493 0.2051 -0.0809 0.4054
H -3.1066 0.4258 -5.0726 0.3755 0.7420 0.3788
H -6.8048 5.9595 3.3180 -0.0417 -0.0268 0.1593
H -0.7105 -2.3957 2.8998 -0.0131 -0.1940 -0.1578
H 7.7752 -2.8091 -4.2554 0.3402 -0.1759 0.0255
H 0.2395 -5.8866 0.6399 0.0261 0.2751 -0.1372
```
Forces are in eV/Å.

=====

ΔE to the lowest compared entry with this formula, charge and spin: 2.3 108.2 62.6 96.2 (kcal/mol)
Calculated total energy: -103410.2468 -17074.6967 -184023.4041 -238891.9382 (eV)